{"formula": "C30H52O24", "method": "ωB97M-V/def2-TZVPD", "elements": ["O", "O", "O", "O", "O", "O", "O", "O", "O", "O", "O", "O", "O", "O", "O", "O", "O", "O", "O", "O", "O", "O", "O", "O", "C", "C", "C", "C", "C", "C", "C", "C", "C", "C", "C", "C", "C", "C", "C", "C", "C", "C", "C", "C", "C", "C", "C", "C", "C", "C", "C", "C", "C", "C", "H", "H", "H", "H", "H", "H", "H", "H", "H", "H", "H", "H", "H", "H", "H", "H", "H", "H", "H", "H", "H", "H", "H", "H", "H", "H", "H", "H", "H", "H", "H", "H", "H", "H", "H", "H", "H", "H", "H", "H", "H", "H", "H", "H", "H", "H", "H", "H", "H", "H", "H", "H"], "xyz": [[0.9873, -1.9429, 6.7402], [-3.8917, -5.2065, -0.7269], [0.2302, 4.4049, 5.0246], [0.3751, 9.1426, -1.2205], [-5.6659, 7.1461, -3.2281], [-1.3532, -5.3348, -8.4383], [-2.2613, -7.2698, -9.3391], [1.2225, 0.7803, -2.2015], [-1.5930, 5.4591, 5.7694], [-6.9424, 5.4099, -4.0528], [7.9997, 1.2697, 0.8525], [-5.4027, -3.9300, -1.8113], [-2.5989, -6.5174, -7.1497], [7.0354, 0.2863, -0.9833], [3.6393, -5.1229, -2.6269], [-5.7257, 5.3692, -2.1026], [6.4347, -0.2084, 1.0393], [-3.4436, -3.0308, -1.0906], [2.0688, -3.7790, 5.8797], [0.2308, 5.4911, 6.9525], [0.4801, -2.5681, 4.6404], [3.7673, 0.5172, -6.7044], [4.0806, -6.6786, -1.0690], [2.3350, -7.0689, -2.4690], [3.2819, -6.3225, -2.1127], [-4.1565, -3.9919, -1.1980], [-6.1097, -5.1139, -1.4912], [-1.9822, -6.5096, -8.3731], [-6.2051, 5.9044, -3.1947], [-2.2773, -5.3473, -6.4173], [-6.9297, -5.6194, -2.6554], [6.5705, -5.9590, -0.8743], [-0.0282, -1.2973, 4.8372], [-1.1542, -4.7077, -7.2106], [-1.5313, -1.3087, 4.4480], [1.1893, 8.3373, -0.4017], [-0.6801, 6.0258, 7.7886], [1.4467, 2.0617, -1.5939], [6.5319, 0.2891, 2.3457], [4.9991, -5.5797, -0.7681], [-5.2140, 6.2495, -1.1885], [-1.8500, 6.2737, 6.8928], [-4.1530, 5.5553, -0.3014], [7.1521, 0.4614, 0.1957], [-4.9457, -6.0015, -1.1125], [-4.8949, 7.3539, -2.0717], [6.9968, -0.8601, 3.2741], [-3.1533, 5.7453, 7.5604], [-0.3534, 5.1314, 5.8431], [1.2565, -2.8782, 5.7640], [-1.1969, -3.2105, -7.2056], [7.4961, 1.4589, 2.1633], [4.6727, -4.5724, -1.8928], [0.3311, -0.8334, 6.1568], [6.9493, 2.3925, 2.0309], [-4.0592, 6.0213, 7.0206], [1.1325, 2.0283, -0.5507], [-5.3676, -6.7103, -0.4000], [-3.2267, 6.2030, 8.5469], [-7.6717, -4.8897, -2.9794], [-6.6709, -4.8609, -0.5916], [-0.5579, -0.5771, 6.7330], [-4.6025, -6.6723, -1.9001], [-1.8306, -2.1259, 3.7918], [0.8306, 9.9868, -1.2584], [-1.8372, -0.4423, 3.8616], [-1.1264, -2.7906, -6.2022], [0.8917, 0.1013, 6.1410], [-0.9866, 5.3896, 8.6188], [8.2557, 1.5975, 2.9326], [-3.1165, -4.6598, -6.3114], [0.5770, -0.7232, 4.1357], [-3.8091, 6.2198, 0.4912], [-0.2123, -5.0817, -6.8093], [-3.2728, 5.2616, -0.8734], [-1.9145, 7.2579, 6.4289], [-0.5304, 6.9837, 8.2868], [4.2491, -3.6577, -1.4781], [5.6049, 0.7203, 2.7237], [-5.2876, 8.2461, -1.5839], [7.2667, -5.1764, -0.5729], [6.9655, -6.8451, -0.3774], [7.8034, -1.4087, 2.7878], [-2.1859, -2.8908, -7.5337], [5.4576, -4.2599, -2.5815], [-7.4324, -6.5782, -2.5287], [-2.2023, -1.3582, 5.3056], [0.6928, 2.7157, -2.0320], [-4.6215, 4.7435, 0.2550], [-3.2028, 4.6917, 7.8351], [6.8504, -6.2969, -1.8721], [0.3039, 0.5082, -2.1401], [-3.8244, 7.5016, -2.2144], [3.6799, 0.6622, -5.7623], [-2.0165, -5.6688, -5.4090], [4.7630, -5.1435, 0.2026], [2.4821, 2.3649, -1.7496], [6.2442, -1.5653, 3.6267], [0.9305, 7.2845, -0.5140], [-0.4225, -2.8353, -7.8747], [7.6085, -0.4775, 4.0912], [4.2544, -0.3036, -6.7767], [1.0357, 8.6530, 0.6302], [2.2653, 8.4371, -0.5441], [-6.1853, -5.8425, -3.4197], [-6.0375, 6.5175, -0.5266]], "mulliken_charge": [-0.33, -0.26, -0.65, -0.48, -0.33, -0.35, -0.58, -0.50, -0.29, -0.57, -0.36, -0.34, -0.32, -0.56, -0.31, -0.35, -0.32, -0.56, -0.53, -0.29, -0.37, -0.64, -0.36, -0.59, 0.68, 0.62, 0.45, 0.67, 0.69, -0.45, -1.30, -1.36, 0.54, 0.59, -1.35, -0.50, -0.45, -0.45, 0.51, 0.53, 0.47, 0.31, -1.42, 0.65, -0.56, -0.32, -1.35, -1.42, 0.65, 0.61, -1.44, -0.44, -0.44, -0.38, 0.28, 0.34, 0.22, 0.35, 0.41, 0.33, 0.30, 0.27, 0.33, 0.35, 0.29, 0.32, 0.38, 0.25, 0.33, 0.30, 0.25, 0.25, 0.40, 0.26, 0.35, 0.34, 0.36, 0.25, 0.23, 0.25, 0.35, 0.37, 0.37, 0.38, 0.27, 0.36, 0.36, 0.24, 0.35, 0.36, 0.36, 0.29, 0.29, 0.32, 0.27, 0.25, 0.20, 0.33, 0.19, 0.34, 0.36, 0.32, 0.25, 0.25, 0.29, 0.20], "smiles": "C[C@H]1COC(=O)O1.C[C@H]1COC(=O)O1.C[C@H]1COC(=O)O1.C[C@H]1COC(=O)O1.C[C@H]1COC(=O)O1.C[C@H]1COC(=O)O1.C[C@H]1COC(=O)O1.CO.CO.O", "fmax_ev_per_a": 7.2, "lumo_energy_ev": -0.080, "relative_energy_kj_mol": 561.6, "multiplicity": 1}

***

{"formula": "C5H7ClN2", "method": "ωB97M-V/def2-TZVPD", "elements": ["Cl", "N", "N", "C", "C", "C", "C", "C", "H", "H", "H", "H", "H", "H", "H"], "xyz": [[2.6463, -0.6797, -0.3512], [-1.0039, -1.6780, -0.4873], [-1.6853, -0.5031, -0.6387], [0.3102, 0.6696, -0.0466], [1.0494, -0.5889, 0.4201], [0.1678, -1.7462, 0.0289], [-1.1675, 0.5667, 0.2007], [0.9543, 1.7544, -0.4131], [-1.6104, 1.4876, -0.0837], [1.2437, -0.5759, 1.5092], [-1.3336, 0.3923, 1.2887], [-2.6449, -0.7606, -0.5178], [0.3171, 2.5830, -0.5553], [2.0726, 1.7705, -0.5241], [0.6842, -2.6915, 0.1704]], "nbo_charge": [-0.04, -0.21, -0.42, -0.01, -0.30, -0.01, -0.28, -0.37, 0.22, 0.24, 0.19, 0.38, 0.20, 0.23, 0.20], "smiles": "C=C1CNN=C[C@H]1Cl", "fmax_ev_per_a": 2.0, "lumo_energy_ev": 0.731, "relative_energy_kj_mol": 203.1, "multiplicity": 1}

***

{"formula": "C14H28Cl28", "method": "ωB97M-V/def2-TZVPD", "elements": ["Cl", "Cl", "Cl", "Cl", "Cl", "Cl", "Cl", "Cl", "Cl", "Cl", "Cl", "Cl", "Cl", "Cl", "Cl", "Cl", "Cl", "Cl", "Cl", "Cl", "Cl", "Cl", "Cl", "Cl", "Cl", "Cl", "Cl", "Cl", "C", "C", "C", "C", "C", "C", "C", "C", "C", "C", "C", "C", "C", "C", "H", "H", "H", "H", "H", "H", "H", "H", "H", "H", "H", "H", "H", "H", "H", "H", "H", "H", "H", "H", "H", "H", "H", "H", "H", "H", "H", "H"], "xyz": [[2.1784, -2.8539, -2.5844], [1.0019, -4.6312, -0.5750], [-5.9625, -0.8106, 5.1873], [-0.8413, 6.0777, -0.0013], [3.3724, 2.5184, 3.3367], [-0.7990, -0.7445, 0.6968], [-1.9955, 0.8855, 4.9193], [-1.2342, -3.0307, -4.7548], [1.3395, 1.4627, -3.0092], [4.0960, -4.7026, 1.9432], [4.9164, -0.9322, 1.6924], [-2.4535, -1.0203, -3.0159], [5.5856, 1.0147, 4.6556], [3.0248, -1.2607, -7.0532], [3.0507, -3.0720, 4.1168], [-1.2952, 2.2536, -2.0007], [-2.6872, -4.2986, -0.1496], [-4.3109, 2.4817, 0.0666], [0.3364, -0.3440, -6.3679], [-6.5794, 1.6986, -1.5947], [2.1406, 3.4759, -0.2172], [2.0622, -0.1293, 0.4906], [0.5131, -0.6345, 4.3453], [6.8848, -1.3865, -0.3979], [-1.1920, 3.5404, 1.4191], [-6.5916, 0.3439, 2.5297], [-2.6841, -2.7778, 2.3238], [4.3352, 3.4405, -2.0289], [3.7996, 1.2422, 4.5149], [-3.6536, -3.5074, 1.0331], [5.2070, -1.1550, 0.0116], [3.8829, 3.1408, -0.3462], [0.9101, -3.0414, -1.3564], [-4.8311, 2.0242, -1.5720], [0.4549, 0.5228, 0.6432], [1.7175, -1.3005, -5.8328], [-5.3564, -0.0108, 3.6968], [-0.5672, 0.6890, 3.9125], [-2.5533, -1.8566, -4.5707], [-0.2955, 2.1130, -3.4234], [-2.0161, 4.8700, 0.5081], [2.8443, -3.5602, 2.4066], [3.4206, 1.5783, 5.4894], [-0.1365, 1.6437, 3.9008], [-2.5122, 4.4094, -0.3344], [2.9754, -2.6161, 1.8860], [1.0094, -2.2142, -0.6285], [-4.9220, 0.9536, 3.9995], [-0.8281, 1.4790, -4.1688], [-0.0509, -3.0162, -1.9258], [-4.2473, -2.6937, 0.6334], [-2.6934, 5.3568, 1.2147], [-3.4689, -2.4248, -4.5887], [4.8914, -0.2271, -0.4640], [1.3457, -2.2928, -5.7931], [-0.9984, 0.4723, 2.9272], [4.4044, 3.9042, 0.2437], [0.3640, 0.9940, 1.5894], [0.1976, 1.2315, -0.1693], [4.0317, 2.1129, -0.0088], [-4.2641, -4.2555, 1.5680], [-4.7192, 2.9062, -2.2290], [-2.5789, -1.0451, -5.3688], [3.4471, 0.2474, 4.1761], [4.6116, -1.9608, -0.4613], [-4.2833, 1.1434, -1.8835], [1.8759, -4.0798, 2.2904], [-0.2392, 3.0992, -3.8388], [2.1096, -0.8892, -4.9250], [-4.4969, -0.5507, 3.2717]], "nbo_charge": [-0.05, -0.03, -0.04, -0.01, -0.04, -0.05, -0.03, -0.02, -0.03, -0.02, 0.01, -0.04, -0.04, -0.04, -0.06, -0.03, 0.01, -0.04, -0.05, -0.03, -0.04, -0.02, 0.00, 0.00, -0.08, 0.00, -0.04, -0.02, -0.38, -0.42, -0.44, -0.39, -0.41, -0.39, -0.41, -0.37, -0.42, -0.42, -0.40, -0.39, -0.37, -0.40, 0.23, 0.22, 0.23, 0.23, 0.24, 0.22, 0.23, 0.24, 0.23, 0.23, 0.23, 0.21, 0.23, 0.22, 0.23, 0.21, 0.25, 0.23, 0.23, 0.23, 0.24, 0.24, 0.24, 0.23, 0.24, 0.22, 0.23, 0.23], "fmax_ev_per_a": 2.0, "lumo_energy_ev": -0.101, "relative_energy_kj_mol": 0.0, "multiplicity": 1}

***

{"formula": "C23H56F8N2O31S11V", "method": "ωB97M-V/def2-TZVPD", "elements": ["V", "S", "S", "S", "S", "S", "S", "S", "S", "S", "S", "S", "F", "F", "F", "F", "F", "F", "F", "F", "O", "O", "O", "O", "O", "O", "O", "O", "O", "O", "O", "O", "O", "O", "O", "O", "O", "O", "O", "O", "O", "O", "O", "O", "O", "O", "O", "O", "O", "O", "O", "N", "N", "C", "C", "C", "C", "C", "C", "C", "C", "C", "C", "C", "C", "C", "C", "C", "C", "C", "C", "C", "C", "C", "C", "C", "H", "H", "H", "H", "H", "H", "H", "H", "H", "H", "H", "H", "H", "H", "H", "H", "H", "H", "H", "H", "H", "H", "H", "H", "H", "H", "H", "H", "H", "H", "H", "H", "H", "H", "H", "H", "H", "H", "H", "H", "H", "H", "H", "H", "H", "H", "H", "H", "H", "H", "H", "H", "H", "H", "H", "H"], "xyz": [[-2.7738, 2.6117, 0.3886], [3.3954, 3.8747, -7.3537], [0.4333, -2.8832, -6.2350], [-0.6745, 6.5807, -0.0829], [-6.4863, -1.9556, 0.6019], [-2.7218, 7.0794, 1.5028], [0.1543, 0.0661, 2.8162], [5.8269, 7.6328, 1.3936], [-7.2965, 0.3988, 7.3222], [-2.1430, -7.9145, 1.1583], [5.9052, -4.7395, -1.1692], [0.3219, -0.6439, 0.5483], [-0.1361, 7.3576, -2.5704], [-2.1465, 7.5139, 4.1072], [-2.1391, 6.5490, -2.4035], [-1.7165, 8.5007, -1.5910], [-2.5483, 5.4097, 3.6090], [-0.7281, 6.3232, 3.2136], [-0.8858, 0.8262, 3.7718], [0.0746, 0.0747, -0.8567], [4.4598, -4.7690, -0.9452], [7.2213, 8.1854, 1.4171], [3.3122, 2.9165, -8.4239], [-2.0802, -9.2190, 1.7813], [1.8314, -3.5424, -6.5089], [6.6053, -5.2632, -2.3408], [-4.0733, 2.5460, 1.3259], [4.5480, 4.8275, -7.3409], [-6.5196, -0.6685, -0.1266], [-0.5029, -1.8511, 0.3062], [-0.4643, -3.3321, -7.2840], [1.3494, 0.7224, 3.2952], [5.8039, 6.2622, 2.3448], [-3.1457, 2.2272, -1.0915], [3.3418, 3.1054, -5.8679], [5.1276, 7.2980, 0.1567], [0.6435, -1.4771, -6.1096], [-0.0991, -1.3361, 3.2442], [-7.9936, 1.1788, 6.0992], [-0.0626, 7.6282, 0.7686], [1.7828, -0.7462, 0.4732], [-5.9905, -3.2012, -0.3486], [-7.6580, -2.4760, 1.3970], [-3.3778, -7.4185, 0.4784], [-2.4132, 8.4666, 1.2433], [-1.6174, -6.7309, 2.1635], [6.7955, -4.9396, 0.2045], [-7.3871, -1.0149, 6.9727], [-4.1523, 6.9222, 1.6419], [-7.8754, 0.8712, 8.5866], [0.2243, 5.5268, -0.5293], [-0.4131, 0.6297, 1.5073], [-1.9724, 5.8567, 0.4858], [-0.6505, -6.9247, 3.1500], [-0.8151, -7.9827, -0.1122], [4.6506, 5.4989, 2.5149], [4.8751, 3.9811, 2.1142], [2.7247, -5.8887, -6.3207], [8.7901, -4.3882, 1.4910], [8.2165, -4.9781, 0.1871], [-10.0951, 1.6326, 4.9919], [-1.2146, 7.3052, -1.7626], [-1.2114, -7.6910, 4.3092], [1.9314, 4.9594, -7.3179], [-5.5169, 1.1415, 7.0881], [4.1787, 2.7523, -3.7293], [-5.0149, -3.0736, -1.3888], [4.8860, 8.6930, 2.5738], [-9.3563, 0.7212, 5.9137], [1.7482, -4.8684, -6.9392], [3.7233, 3.8777, -4.6359], [-0.0396, -3.7422, -4.7275], [-1.9759, 6.5552, 3.1953], [-4.9227, -1.8654, 1.7206], [-5.4103, -2.1151, -2.5400], [6.2823, -2.9967, -1.1791], [-0.5086, -5.9102, 3.5224], [2.7361, 4.1869, -4.2924], [2.6450, -6.9101, -6.6929], [1.8877, 5.6402, -8.1680], [5.1618, 9.7416, 2.4622], [-4.8289, 0.3090, 7.2348], [-0.4721, -8.0372, 5.0315], [8.7334, -4.6742, -0.7232], [3.8938, 5.8824, 1.8305], [5.6826, 3.6216, 1.4764], [0.8120, -3.9355, -4.0751], [-4.9962, -1.1766, 2.5621], [-4.0504, -2.7567, -0.9920], [0.7799, -5.3605, -6.8483], [3.8304, 8.5662, 2.3334], [4.5455, 3.1330, -2.7761], [4.8314, 3.3331, 2.9896], [5.2312, 8.3311, 3.5423], [8.4821, -4.9782, 2.3542], [0.1282, -8.3103, 0.3246], [-4.8626, -1.2141, -2.2636], [8.5184, -6.0184, 0.0662], [-0.7285, -3.0775, -4.2063], [-10.0629, 2.6786, 5.2966], [4.9868, 2.1108, -4.0806], [9.8629, -4.5438, 1.3766], [1.7734, -4.9511, -8.0258], [-9.3380, -0.2367, 5.3941], [1.0720, 4.2892, -7.3001], [7.3588, -2.8612, -1.2834], [-4.6412, -2.9081, 1.8678], [-11.1586, 1.4938, 4.7974], [-1.9329, -7.0520, 4.8183], [-4.2000, -1.4801, 1.0013], [-0.6793, -6.9762, -0.5080], [5.6712, -2.5560, -1.9668], [-9.5597, 1.6805, 4.0437], [5.9266, -2.6234, -0.2188], [3.7700, -5.5956, -6.4177], [-5.5002, 1.6563, 6.1274], [-4.9238, -4.0920, -1.7665], [-5.3276, 1.7634, 7.9630], [2.0077, 5.4776, -6.3620], [4.5201, 4.6212, -4.6151], [4.0086, 3.8696, 1.4624], [-0.4820, -4.6521, -5.1330], [4.2406, 5.6880, 3.5070], [2.4563, -6.0075, -5.2709], [0.2903, -7.4039, 2.8790], [-6.4712, -1.8650, -2.5468], [-10.0658, 0.4734, 6.7032], [3.3798, 2.0887, -3.3983], [-1.1260, -8.5585, -0.9839], [-1.6154, -8.6659, 4.0365], [8.6796, -3.3297, 1.7265], [-5.1191, -2.3679, -3.5596]], "mulliken_charge": [1.97, 1.10, 1.16, 0.96, 1.13, 0.85, 0.93, 1.09, 1.16, 1.13, 1.06, 0.85, -0.21, -0.25, -0.24, -0.19, -0.24, -0.21, -0.32, -0.28, -0.51, -0.60, -0.57, -0.60, -0.28, -0.59, -0.56, -0.64, -0.56, -0.47, -0.64, -0.58, -0.35, -0.55, -0.24, -0.54, -0.58, -0.54, -0.22, -0.56, -0.50, -0.33, -0.60, -0.58, -0.52, -0.19, -0.29, -0.61, -0.62, -0.62, -0.66, -0.04, -0.30, -0.20, -0.95, -0.11, -1.09, -1.11, -1.06, -0.37, -1.23, 0.57, -1.06, -0.84, -0.85, -1.32, -0.11, -0.83, -0.27, -0.31, -0.08, -0.90, 0.72, -0.81, -0.92, -0.98, 0.26, 0.29, 0.36, 0.34, 0.39, 0.33, 0.38, 0.39, 0.24, 0.33, 0.30, 0.41, 0.19, 0.31, 0.27, 0.40, 0.28, 0.30, 0.29, 0.31, 0.23, 0.35, 0.41, 0.34, 0.34, 0.34, 0.36, 0.30, 0.32, 0.34, 0.35, 0.37, 0.26, 0.14, 0.31, 0.39, 0.28, 0.33, 0.29, 0.28, 0.27, 0.35, 0.27, 0.31, 0.27, 0.33, 0.34, 0.29, 0.23, 0.28, 0.40, 0.31, 0.37, 0.33, 0.31, 0.34], "fmax_ev_per_a": 8.8, "lumo_energy_ev": -2.533, "relative_energy_kj_mol": 0.0, "multiplicity": 1, "charge": -1}

***

{"formula": "C9H14O", "method": "ωB97M-V/def2-TZVPD", "elements": ["O", "C", "C", "C", "C", "C", "C", "C", "C", "C", "H", "H", "H", "H", "H", "H", "H", "H", "H", "H", "H", "H", "H", "H"], "xyz": [[0.6055, -3.7512, 0.0884], [1.0700, -2.4712, 0.2100], [1.8054, 1.7662, 0.4671], [1.1940, -0.4581, 1.5275], [1.9410, -0.4417, -0.7087], [0.7598, -1.7916, 1.3578], [1.6844, 0.2878, 0.4704], [1.6155, -1.7726, -0.8757], [-2.9882, 0.6356, -0.7890], [-2.6165, 2.0484, -0.3761], [1.1306, 2.1887, -0.2731], [-3.2849, 2.8015, -0.7990], [-2.3153, -0.1090, -0.3793], [0.8932, -0.0341, 2.4781], [-4.0321, 0.4632, -0.5081], [2.8104, 2.1294, 0.2298], [1.9441, -2.3353, -1.7393], [-1.6028, 2.3500, -0.6413], [-3.0899, 0.5338, -1.8756], [-2.6877, 2.1472, 0.7094], [0.2673, -2.2395, 2.2068], [0.8900, -4.1821, -0.6955], [1.5586, 2.1825, 1.4448], [2.4475, 0.0521, -1.5295]], "nbo_charge": [-0.67, 0.30, -0.62, -0.18, -0.18, -0.27, -0.06, -0.28, -0.61, -0.60, 0.22, 0.20, 0.21, 0.21, 0.20, 0.22, 0.21, 0.20, 0.20, 0.20, 0.22, 0.48, 0.22, 0.21], "smiles": "Cc1ccc(O)cc1.CC", "fmax_ev_per_a": 1.7, "lumo_energy_ev": 0.886, "relative_energy_kj_mol": 42.7, "multiplicity": 1}